{
  "formula": "C39H48N5RuSSe",
  "method": "wB97M-V/def2-TZVPD",
  "species": ["Ru", "C", "C", "C", "C", "C", "C", "C", "C", "C", "C", "C", "C", "N", "C", "C", "N", "C", "C", "C", "C", "C", "C", "C", "C", "C", "C", "C", "C", "H", "H", "H", "H", "H", "H", "H", "H", "H", "H", "H", "H", "H", "H", "H", "H", "H", "H", "H", "H", "H", "H", "H", "H", "H", "H", "H", "H", "H", "H", "H", "H", "H", "H", "H", "H", "S", "C", "C", "C", "C", "C", "N", "H", "H", "H", "H", "C", "N", "C", "Se", "N", "C", "C", "C", "C", "C", "C", "H", "H", "H", "H", "H", "H", "H", "H"],
  "positions_angstrom": [[0.6837, 0.3451, -0.4546], [-4.3618, 2.3182, -1.8138], [-3.3794, 1.4844, -2.6418], [-4.0601, 0.9269, -3.8925], [-2.1407, 2.3055, -2.9756], [-2.3297, 3.4910, -3.6778], [-1.2923, 4.3753, -3.8989], [-0.0472, 4.1170, -3.3530], [0.2011, 2.9544, -2.6344], [1.5912, 2.7868, -2.0416], [2.0540, 4.0181, -1.2651], [2.6086, 2.3834, -3.1064], [-0.8379, 2.0124, -2.5275], [-0.5755, 0.7483, -1.9193], [-1.0664, -0.3564, -2.4231], [-1.0417, -1.4633, -1.5271], [-0.4687, -1.2357, -0.3685], [-0.9323, -2.0311, 0.7415], [-0.0624, -2.9148, 1.4024], [-0.6041, -3.7304, 2.3886], [-1.9474, -3.6566, 2.7272], [-2.7666, -2.7320, 2.1074], [-2.2796, -1.8920, 1.1079], [-3.2138, -0.8533, 0.5025], [-4.2605, -1.5024, -0.4064], [-3.9071, -0.0128, 1.5775], [1.4105, -2.9729, 1.0547], [2.2770, -3.5794, 2.1545], [1.6529, -3.7042, -0.2684], [-5.2200, 1.7078, -1.5256], [-4.7417, 3.1734, -2.3740], [-3.8881, 2.6956, -0.9058], [-3.0929, 0.6438, -2.0115], [-4.4107, 1.7334, -4.5383], [-4.9247, 0.3212, -3.6172], [-3.3855, 0.3081, -4.4880], [-3.3202, 3.7326, -4.0417], [-1.4614, 5.2846, -4.4601], [0.7462, 4.8411, -3.4809], [1.5893, 1.9964, -1.2735], [2.2396, 4.8686, -1.9214], [2.9935, 3.7865, -0.7590], [1.3166, 4.3119, -0.5172], [2.7265, 3.1936, -3.8287], [2.2912, 1.4947, -3.6525], [3.5823, 2.1859, -2.6539], [-1.5615, -0.3959, -3.3868], [-1.6019, -2.3726, -1.7100], [0.0330, -4.4352, 2.9038], [-2.3494, -4.3116, 3.4894], [-3.8059, -2.6593, 2.4008], [-2.6120, -0.1577, -0.0861], [-4.8776, -2.2022, 0.1605], [-3.8113, -2.0589, -1.2304], [-4.9224, -0.7438, -0.8288], [-4.5625, -0.6143, 2.2085], [-4.5235, 0.7530, 1.1032], [-3.1781, 0.4915, 2.2110], [1.7316, -1.9343, 0.9621], [2.1077, -4.6517, 2.2725], [2.1061, -3.0949, 3.1185], [3.3279, -3.4427, 1.8964], [1.3880, -4.7598, -0.1716], [2.7077, -3.6455, -0.5454], [1.0673, -3.2854, -1.0862], [2.9367, 0.2095, 0.4607], [3.1781, -0.5609, -1.0876], [4.3595, -1.0542, -1.6303], [4.3120, -1.6482, -2.8766], [3.0992, -1.7398, -3.5550], [1.9710, -1.2161, -2.9596], [2.0157, -0.6412, -1.7575], [5.2803, -0.9690, -1.0707], [5.2149, -2.0436, -3.3232], [3.0311, -2.2006, -4.5294], [1.0074, -1.2510, -3.4516], [-0.7432, -0.3068, 4.0163], [0.5011, 0.4108, 3.7770], [0.7388, 1.2562, 2.7666], [-0.4301, 1.7101, 1.3654], [1.9822, 1.7376, 2.9146], [2.5955, 1.1557, 4.0148], [3.8676, 1.2817, 4.5536], [4.1406, 0.5241, 5.6765], [3.1822, -0.3294, 6.2388], [1.9164, -0.4552, 5.6980], [1.6437, 0.3089, 4.5710], [-1.5707, 0.2930, 3.6517], [-0.8500, -0.4576, 5.0879], [-0.7357, -1.2680, 3.5062], [2.3974, 2.3686, 2.2476], [4.6082, 1.9367, 4.1159], [5.1189, 0.5884, 6.1324], [3.4415, -0.9057, 7.1162], [1.1828, -1.1217, 6.1299]],
  "atomic_forces_ev_per_a": [[0.066, 0.052, 0.060], [-0.011, 0.017, 0.016], [0.010, -0.024, 0.007], [0.007, 0.008, -0.007], [0.003, 0.046, -0.010], [-0.024, 0.005, 0.008], [0.023, -0.002, 0.012], [-0.027, -0.010, 0.004], [0.000, 0.049, -0.004], [-0.045, -0.038, -0.010], [0.020, 0.008, 0.016], [-0.001, 0.008, 0.017], [0.009, 0.015, 0.010], [0.018, -0.073, 0.068], [-0.011, -0.141, 0.007], [-0.035, 0.068, -0.069], [-0.005, 0.033, 0.008], [0.109, 0.001, 0.007], [-0.035, 0.024, -0.006], [-0.004, 0.014, 0.016], [-0.003, 0.017, -0.010], [0.015, -0.005, -0.008], [-0.037, 0.003, 0.057], [0.042, 0.011, -0.008], [-0.009, -0.003, 0.007], [-0.011, -0.011, 0.009], [-0.031, 0.012, 0.036], [0.005, -0.002, 0.006], [-0.004, -0.007, 0.014], [0.002, -0.004, 0.003], [0.007, -0.008, -0.008], [-0.001, 0.001, -0.004], [-0.013, 0.011, -0.025], [-0.008, -0.002, 0.002], [-0.003, 0.000, -0.002], [-0.001, -0.001, 0.006], [0.003, 0.004, 0.000], [0.000, -0.002, 0.001], [0.006, -0.004, -0.001], [-0.007, -0.004, -0.082], [-0.012, -0.006, -0.003], [-0.004, 0.011, 0.004], [-0.008, -0.004, -0.005], [0.012, -0.006, -0.004], [-0.007, -0.008, 0.003], [0.000, 0.003, 0.002], [0.008, 0.053, 0.012], [0.009, -0.017, 0.017], [0.005, -0.005, -0.001], [0.001, -0.001, -0.001], [-0.004, 0.004, 0.002], [-0.009, -0.022, 0.004], [-0.004, 0.003, -0.004], [0.012, 0.000, -0.005], [0.003, 0.005, 0.001], [-0.006, -0.013, -0.006], [0.006, 0.004, 0.002], [-0.022, 0.000, -0.023], [0.026, -0.060, -0.192], [-0.004, 0.000, -0.001], [-0.001, -0.007, -0.006], [0.002, -0.005, 0.004], [0.001, 0.003, 0.003], [0.000, -0.003, -0.006], [-0.004, 0.002, 0.000], [-0.039, 0.002, -0.002], [0.044, -0.055, 0.040], [0.004, 0.000, 0.018], [-0.010, -0.004, -0.010], [0.013, 0.000, 0.009], [-0.012, -0.002, -0.012], [-0.029, 0.055, 0.100], [0.000, 0.000, -0.003], [-0.001, -0.001, 0.001], [0.002, 0.000, 0.001], [-0.002, 0.010, 0.002], [0.041, 0.008, 0.013], [-0.021, -0.006, 0.004], [-0.027, 0.043, -0.013], [0.014, -0.003, -0.076], [-0.010, 0.011, 0.026], [0.007, -0.005, 0.005], [-0.005, 0.020, 0.006], [0.009, -0.001, -0.002], [-0.002, -0.001, 0.005], [-0.001, 0.007, -0.010], [-0.004, -0.035, -0.015], [0.007, -0.012, -0.007], [-0.015, 0.012, -0.001], [0.007, -0.029, -0.010], [0.010, -0.012, -0.005], [0.001, -0.002, 0.001], [-0.001, 0.000, -0.002], [-0.001, 0.001, 0.000], [0.002, 0.002, -0.002]],
  "e_lumo_ev": [-3.50, -3.50],
  "e_tot_ha": -4683.11992,
  "homo_lumo_gap_ev": [6.864, 6.863],
  "fmax_ha_per_bohr": 0.0039,
  "charge": 1,
  "e_above_lowest_kj_mol": 0.0,
  "e_homo_ev": [-10.37, -10.37]
}